Molecular formula: C40H43AsNPtS2
Method: DFT, ωB97M-V with the def2-TZVPD basis set

Structure (ORCA input):
```
! wB97M-V def2-TZVPD RIJCOSX def2/J DEFGRID3
* xyz 1 5
Pt -0.3312 0.9308 0.5879
C -0.6798 3.0425 4.6539
C -0.2111 2.4047 3.3492
S -1.5048 1.8267 2.3456
C 1.1839 2.3371 3.0394
C 2.2155 2.7599 4.0263
S 1.7485 1.6334 1.6037
H -1.6859 3.4440 4.4887
H 0.1042 3.7048 5.1076
H -0.9744 2.2805 5.4242
H 1.9182 2.3995 4.9920
H 2.3011 3.8579 4.0831
H 3.2598 2.4418 3.8307
C -0.8602 -4.3084 -2.2735
C -1.2448 -2.8287 -2.2129
C -2.4997 -2.4205 -2.6272
C -2.8669 -1.0867 -2.6278
C -4.2204 -0.5956 -2.9569
C -1.8807 -0.1516 -2.3504
C -0.5844 -0.4909 -2.0217
C -0.2930 -1.8546 -1.9711
N 0.2508 0.5179 -1.4800
C 0.8073 1.5176 -2.4448
C 2.3168 1.6331 -2.1849
C 2.8833 2.7657 -3.1380
C 2.5944 2.3656 -4.6071
C 1.1067 2.2523 -4.8374
C 0.4166 3.5789 -4.4625
C 0.6838 4.0219 -3.0189
C 2.2547 4.1564 -2.7961
C 0.2132 2.8692 -2.0258
C 0.5989 1.1246 -3.9558
H 0.1325 -4.5112 -2.7088
H -1.6539 -4.9124 -2.7561
H -0.8234 -4.7747 -1.3069
H -3.2309 -3.1713 -2.8737
H -4.7679 -1.2166 -3.6869
H -4.2895 0.4157 -3.3190
H -4.8799 -0.6447 -2.0755
H -2.1577 0.9132 -2.3390
H 0.7174 -2.1935 -1.8239
H 2.7628 0.6601 -2.4392
H 2.5724 1.8547 -1.1038
H 3.9883 2.8372 -3.0526
H 3.1871 1.4493 -4.8305
H 3.0080 3.1442 -5.2714
H 0.8846 2.0122 -5.8608
H -0.6482 3.5032 -4.7220
H 0.7261 4.4075 -5.1009
H 0.1671 4.9186 -2.8425
H 2.4711 4.4389 -1.7557
H 2.5706 4.9250 -3.5017
H -0.8823 2.7234 -2.0684
H 0.4987 2.8904 -0.9744
H 1.1056 0.1631 -4.1866
H -0.4502 0.9698 -4.1814
C 2.9241 -4.4713 -0.1897
C 3.1065 -3.1227 -0.3383
C 2.1285 -2.2395 0.1835
C 1.1018 -2.7088 0.9043
C 0.9032 -4.0429 1.1285
C 1.8011 -4.9309 0.5721
As -0.1479 -1.3770 1.5872
C 0.2497 -1.1347 3.4499
C 1.4834 -0.8530 4.0611
C 1.5598 -0.5379 5.4001
C 0.3666 -0.4388 6.1039
C -0.8596 -0.6932 5.5472
C -0.9110 -1.0540 4.1703
C -2.1444 -1.5191 3.4611
C -3.4290 -1.3865 3.9341
C -4.4766 -1.7216 3.1195
C -4.3124 -2.0797 1.7951
C -3.0081 -2.1608 1.2653
C -1.9652 -1.9091 2.1326
H 3.5850 -5.1219 -0.7207
H 3.9087 -2.6854 -0.9769
H 2.1650 -1.2020 -0.1415
H 0.0180 -4.2952 1.6409
H 1.5828 -5.9915 0.6130
H 2.3708 -0.7738 3.5181
H 2.4940 -0.3913 5.8665
H 0.4031 -0.2174 7.1684
H -1.7883 -0.6996 6.0942
H -3.5612 -0.9915 4.8961
H -5.4317 -1.5351 3.5794
H -5.2100 -2.2567 1.2070
H -2.9354 -2.3891 0.2102
*
```

HOMO energy (spin up / spin down) = -9.74 / -11.08 eV
F_max = 3.42 eV/A
LUMO level (spin up / spin down) = -1.98 / -4.85 eV
Relative energy (zero: lowest compared OMol25 entry of this formula, charge and spin) = 14.6 kcal/mol

And the Mulliken charges, in e, turn out to be: Pt 1.478; C -1.519; C 0.586; S -0.305; C 0.904; C -1.889; S -0.478; H 0.467; H 0.340; H 0.236; H 0.467; H 0.408; H 0.380; C -1.595; C 0.720; C -0.785; C 0.618; C -1.730; C 0.469; C -1.137; C -0.318; N 0.753; C 0.408; C -0.925; C 0.375; C -1.366; C 0.286; C -1.296; C -0.055; C -1.226; C -1.798; C -1.002; H 0.324; H 0.400; H 0.281; H 0.396; H 0.386; H 0.405; H 0.287; H 0.116; H 0.735; H 0.431; H 0.080; H 0.277; H 0.443; H 0.477; H 0.376; H 0.454; H 0.505; H 0.504; H 0.450; H 0.525; H 0.245; H 0.764; H 0.321; H 0.530; C -0.656; C -0.432; C -0.401; C 0.691; C -0.769; C -0.542; As 0.515; C 0.043; C -0.415; C -1.117; C -0.482; C -0.919; C 0.538; C 0.074; C -1.113; C -0.703; C -0.834; C -0.117; C 0.600; H 0.429; H 0.376; H 0.298; H 0.650; H 0.427; H 0.580; H 0.557; H 0.385; H 0.429; H 0.490; H 0.386; H 0.412; H 0.438